1.
The molecule C9H9BrO5, computed with ωB97M-V/def2-TZVPD.

Last column: Mulliken charge in e.
CARTESIAN COORDINATES (ANGSTROEM)
C 2.94796 -1.05158 0.27832  -0.58
C 3.09763 0.57781 0.38274  0.52
O 4.35865 1.09242 0.36719  -0.54
O 2.00826 1.55371 0.54179  -0.24
C 1.07831 1.51190 -0.63172  -0.41
C -0.43250 1.78179 0.01691  -0.52
C -1.64557 1.11808 -0.92186  -0.47
C -2.03001 -0.31411 -0.14953  0.31
C -1.66399 -1.68097 -0.61038  -0.17
Br -0.64387 -2.29122 -2.21855  -0.06
C -2.32787 -2.55446 0.64490  0.51
O -1.99102 -3.84468 0.71465  -0.49
O -3.19709 -1.72997 1.54304  -0.24
C -2.85849 -0.28974 1.29673  0.43
O -3.13683 0.74052 2.10635  -0.49
H 3.68454 -1.51282 -0.53676  0.25
H 3.24086 -1.58985 1.29888  0.28
H 1.83179 -1.33104 0.06528  0.14
H 1.15034 0.49383 -1.21386  0.27
H 1.29968 2.45381 -1.30743  0.23
H -0.42218 1.19781 1.05556  0.26
H -0.62995 2.90585 0.28227  0.37
H -2.56592 1.84245 -1.01622  0.32
H -1.15273 0.92045 -1.98828  0.32

For the energy, the calculation gives -89750.606 eV. For the gap between HOMO and LUMO, the calculation gives 8.4 eV. The energy above the lowest of the compared OMol25 structures with the same formula, charge and spin comes out at 797.6 kJ/mol. As for the max |F|: 9.81 eV Å⁻¹. As for the SMILES: CC(=O)OCCCC1=C(Br)C(=O)OC1=O.

---

2.
The molecule C9H9Cl2N, computed with ωB97M-V/def2-TZVPD.

Last column: Mulliken charge in e.
CARTESIAN COORDINATES (ANGSTROEM)
C 2.67203 0.63566 -0.01256  -0.21
C 1.46632 1.39844 -0.24339  -0.56
C 0.20818 0.77509 0.04392  0.32
C -1.10540 1.47313 -0.15234  -0.49
C -2.25923 0.52502 0.25958  -0.62
C -1.05460 -1.39652 0.21030  -0.76
C 0.20241 -0.68301 0.20496  1.08
C 1.42613 -1.46648 -0.00097  -1.12
C 2.52764 -0.79625 -0.07928  0.62
H 1.37106 2.52599 -0.68715  0.26
H -1.15335 2.37509 0.56116  0.30
H -1.38646 1.83039 -1.17119  0.33
H -3.25046 1.12712 -0.11712  0.33
H -2.10946 0.27171 1.26385  0.33
H -3.04882 -1.29712 -0.81406  0.28
H -0.90549 -2.50663 -0.08594  0.33
H -1.27694 -1.45099 1.40652  0.21
H 1.59176 -2.56826 0.12532  0.26
N -2.12576 -0.69090 -0.61906  -0.50
Cl 4.16976 1.47879 0.05281  -0.17
Cl 4.04068 -1.56030 -0.14537  -0.22

For the energy, the calculation gives -36011.153 eV. For the gap between HOMO and LUMO, the calculation gives 9.0 eV. The energy above the lowest of the compared OMol25 structures with the same formula, charge and spin comes out at 295.6 kJ/mol. As for the max |F|: 6.81 eV Å⁻¹. As for the SMILES: Clc1cc2c(cc1Cl)CNCC2.

---

3.
A structure of composition C9H9CuN2O5S, computed with ωB97M-V/def2-TZVPD.

Last column: Mulliken spin population.
CARTESIAN COORDINATES (ANGSTROEM)
O -0.07441 2.13484 -2.41121  0.00
C -0.06687 1.00844 -2.36140  0.00
Cu -0.05177 -0.85613 -2.36240  0.24
C -0.04099 -2.77784 -2.42406  0.01
O -0.03421 -3.91663 -2.47515  0.00
C -0.05491 -0.89690 -4.48954  0.38
O -0.14215 -1.88901 -5.17525  0.18
C 1.81265 -0.86828 -2.58994  0.01
O 2.93914 -0.84938 -2.71438  0.00
C -1.92248 -0.89236 -2.58773  0.02
O -3.04912 -0.88989 -2.71242  0.00
H 0.03623 0.15465 -4.92411  0.09
S -0.08917 -1.32856 0.01228  0.06
C -0.00096 -0.02255 1.14704  0.01
N -1.14246 0.46883 1.65356  0.01
C -1.18013 0.95032 3.05041  0.00
C 0.09188 1.71035 3.28379  0.00
C 1.30282 0.86220 3.03541  0.00
N 1.18808 0.28853 1.68177  0.01
H -2.01035 0.04864 1.32018  0.00
H -1.26541 0.08897 3.72256  0.00
H -2.06196 1.57733 3.18014  0.00
H 0.11260 2.06985 4.30348  0.00
H 0.11408 2.58351 2.62947  0.00
H 1.37889 0.04291 3.75810  0.00
H 2.21976 1.44807 3.08730  0.00
H 1.99122 -0.24992 1.36209  0.00

For the energy, the calculation gives -78161.398 eV. For the gap between HOMO and LUMO (alpha / beta), the calculation gives 7.7 / 7.6 eV. The energy above the lowest of the compared OMol25 structures with the same formula, charge and spin comes out at 15.8 kJ/mol. As for the max |F|: 6.13 eV Å⁻¹. The expectation value of S² is 0.761. Its spin multiplicity is 2. Its charge is +1.

---

4.
A cluster of 2 separate species, C9H9F13N4O3S in total, computed with ωB97M-V/def2-TZVPD.

Last column: Mulliken charge in e.
CARTESIAN COORDINATES (ANGSTROEM)
F -0.73522 -0.92125 0.91211  -0.28
C -0.29362 -2.07868 0.31593  0.64
F -0.80428 -3.07335 1.13502  -0.35
C -0.95407 -2.33125 -1.04509  -0.68
C -2.51344 -2.13839 -0.95560  -0.91
N -2.82098 -0.93170 -1.76647  -0.13
C -2.99986 0.25822 -1.22673  0.46
N -3.24545 1.39301 -1.98512  -0.57
C -3.31098 2.35617 -1.07910  -0.04
N -3.16244 1.92816 0.18932  -0.29
N -2.97498 0.59497 0.05505  0.29
C 1.24506 -2.24745 0.37990  0.55
F 1.63902 -2.38638 1.65393  -0.26
F 1.51745 -3.46148 -0.19151  -0.32
C 2.09586 -1.20277 -0.42319  0.64
F 1.88797 -1.41167 -1.74599  -0.27
F 3.37549 -1.62421 -0.22783  -0.30
C 2.04707 0.28111 0.08365  0.63
F 1.61763 0.35968 1.35056  -0.20
F 3.28390 0.73235 0.14744  -0.24
S 1.08615 1.54266 -0.93807  1.29
F 2.05882 2.70206 -0.43010  -0.28
F 0.14208 1.90135 0.34901  -0.36
F -0.05042 0.46894 -1.38374  -0.26
F 1.98073 1.32436 -2.23453  -0.30
F 0.25091 2.64810 -1.76084  -0.33
H -0.53292 -1.76288 -1.88731  0.40
H -0.79201 -3.40149 -1.29115  0.60
H -3.05372 -3.00105 -1.38050  0.31
H -2.85433 -2.02505 0.08783  0.42
H -2.88468 -1.03893 -2.77114  0.25
H -3.47776 3.42355 -1.25481  0.41
H -3.16287 2.43648 1.06470  0.22
H -2.84536 0.03448 0.88900  0.27
C 4.16693 2.40890 3.48999  0.67
O 4.03903 2.36411 2.23413  -0.72
O 3.24857 1.56922 4.13406  -0.59
O 4.93823 3.04851 4.19954  -0.72
H 2.84846 1.26160 3.30767  0.35

For the energy, the calculation gives -67739.442 eV. For the gap between HOMO and LUMO, the calculation gives 4.8 eV. As for the max |F|: 3.52 eV Å⁻¹.